Entry 1:
{
  "formula": "C18H28Cl2O12",
  "method": "wB97M-V/def2-TZVPD",
  "fmax_ev_per_a": 5.26,
  "homo_ev": -10.898,
  "total_energy_ha": -2525.9358,
  "e_above_lowest_kj_mol": 84.5,
  "spin_multiplicity": 1,
  "smiles": "C[C@H]1COC(=O)O1.C[C@H]1COC(=O)O1.C[C@H]1COC(=O)O1.C[C@H]1COC(=O)O1.ClCCCl",
  "gap_ev": 10.917,
  "e_lumo_ev": 0.0,
  "symbols": ["C", "C", "C", "O", "C", "O", "O", "H", "H", "H", "H", "H", "H", "C", "C", "C", "O", "C", "O", "O", "H", "H", "H", "H", "H", "H", "C", "C", "C", "O", "C", "O", "O", "H", "H", "H", "H", "H", "H", "C", "C", "C", "O", "C", "O", "O", "H", "H", "H", "H", "H", "H", "Cl", "C", "C", "Cl", "H", "H", "H", "H"],
  "xyz": [[-2.24804, -4.55931, 0.09563], [-3.32853, -5.64473, 0.52481], [-3.00040, -7.05792, 0.07370], [-3.61315, -7.74273, 1.08197], [-3.60251, -7.06557, 2.22853], [-3.86543, -7.53427, 3.30589], [-3.43547, -5.79884, 1.91455], [-2.55915, -3.61253, 0.53714], [-2.23877, -4.41066, -0.98414], [-1.24987, -4.85633, 0.41742], [-4.27272, -5.37754, 0.05024], [-1.94098, -7.26730, -0.07423], [-3.51447, -7.26971, -0.86384], [-5.34023, 1.36402, -2.43066], [-6.61842, 2.18209, -2.19683], [-7.66489, 2.15054, -3.37593], [-8.87245, 1.85115, -2.70356], [-8.63828, 1.34060, -1.46861], [-9.44033, 0.75436, -0.70211], [-7.30696, 1.47429, -1.21287], [-4.80550, 1.59162, -3.35282], [-5.49519, 0.28639, -2.48351], [-4.59488, 1.49697, -1.64651], [-6.38328, 3.21428, -1.93719], [-7.37475, 1.39479, -4.10585], [-7.62201, 3.16816, -3.76414], [9.01929, -5.02297, 0.26680], [8.18429, -5.02772, 1.49060], [6.70854, -4.69124, 1.23690], [5.99678, -5.88248, 1.51160], [6.81858, -6.81886, 1.97918], [6.45270, -7.90706, 2.39536], [8.10302, -6.33236, 1.95589], [9.34872, -4.02209, -0.01215], [8.55613, -5.54803, -0.56861], [9.98886, -5.44309, 0.53424], [8.57496, -4.37773, 2.27353], [6.44078, -4.34915, 0.23722], [6.41596, -3.91494, 1.94392], [2.38419, 6.99260, -1.34659], [1.07409, 7.77257, -1.25427], [1.15949, 9.06317, -2.04788], [-0.04843, 9.08307, -2.78968], [-0.72090, 7.96751, -2.60740], [-1.81057, 7.74274, -3.17008], [0.02568, 7.08965, -1.91885], [2.28716, 5.92533, -1.14758], [3.12806, 7.41865, -0.67335], [2.80410, 7.06127, -2.35011], [0.85830, 8.00691, -0.21187], [1.97606, 8.96128, -2.76267], [1.25977, 9.92636, -1.38989], [3.26986, 3.45504, 5.31429], [1.72848, 3.42036, 4.38748], [1.64348, 2.24164, 3.36415], [1.59705, 0.67206, 4.09222], [1.66413, 4.39568, 3.90510], [0.87511, 3.42531, 5.06558], [2.47118, 2.20339, 2.65594], [0.79177, 2.44134, 2.71390]],
  "forces_ev_per_a": [[-1.3616, -0.8808, 0.8249], [2.0425, 1.3716, -2.3322], [-0.2196, 1.4534, -1.6333], [-0.1415, -3.5612, 0.7546], [-1.4975, -1.1062, 1.2647], [0.6805, 0.7471, -1.1465], [0.4693, 2.1687, 1.0476], [0.3181, 0.0278, 0.1030], [-0.1474, -0.2710, -0.0344], [-0.0859, 0.1055, 0.1459], [-0.3198, 0.2259, 0.5578], [0.1707, -0.1335, 0.4631], [0.0900, -0.1507, -0.0092], [0.6849, 0.1358, -0.3833], [0.5128, -1.3917, -1.7447], [1.9593, 0.6849, 1.2636], [-0.9829, -0.2489, 0.1412], [-1.3903, -2.1154, 2.1599], [3.0188, 2.7132, -3.3493], [-1.3424, -0.1767, 1.9134], [-0.2138, 0.4513, -0.1763], [-0.6194, 0.0534, 0.0911], [-0.2261, 0.2441, 0.2260], [-0.1545, -0.0662, 0.4462], [-0.4460, 0.0088, -0.0908], [-0.7939, -0.2818, -0.5022], [1.5446, 0.5423, -0.2211], [-1.0322, 0.7726, -0.6817], [-0.2209, 1.0125, 0.2993], [-0.5029, 0.0739, -0.1703], [-0.1379, -1.8687, 1.2144], [1.2844, 2.4699, -1.1082], [-0.4590, -2.3541, 1.1154], [-0.6340, 0.2785, -0.2642], [0.1133, 0.0169, 0.0749], [-0.0678, -0.6349, -0.1900], [0.1911, -0.1153, 0.0076], [0.3036, -0.1348, -0.0740], [-0.3824, -0.0579, -0.0022], [-0.0033, -0.1276, -0.1800], [1.3657, -0.0834, -0.0666], [0.4840, -0.1919, -0.1067], [-0.0491, 1.6182, 0.2625], [-3.4655, -1.3839, -2.9484], [3.4697, 0.4125, 2.3227], [-0.8423, -0.6468, 0.7160], [-0.2329, 0.1125, 0.3136], [-0.0695, -0.0218, 0.1239], [-0.1143, 0.0464, -0.1135], [-0.5396, -0.4226, 0.0611], [0.0710, 0.5326, 0.0243], [-0.0750, 0.1490, -0.4055], [-0.4626, -0.1818, -0.1564], [0.0576, -0.3716, -0.5971], [0.4145, 1.9250, -0.2813], [-0.3377, -0.7565, 0.5133], [0.1888, -0.2308, -0.4307], [0.2570, -0.4783, 0.2288], [0.3006, 0.4051, 0.3669], [-0.4212, -0.3126, 0.3525]]
}

***

Entry 2:
{
  "formula": "C18H28ClKN3O3Ta",
  "method": "wB97M-V/def2-TZVPD",
  "fmax_ev_per_a": 3.71,
  "homo_ev": -14.731,
  "charge": 2,
  "total_energy_ha": -2209.4113,
  "e_above_lowest_kj_mol": 0.0,
  "spin_multiplicity": 1,
  "gap_ev": 7.057,
  "e_lumo_ev": -7.7,
  "symbols": ["N", "C", "O", "K", "Ta", "N", "N", "C", "C", "C", "C", "C", "C", "C", "C", "H", "H", "H", "H", "H", "H", "H", "H", "H", "H", "H", "H", "H", "H", "H", "H", "H", "H", "C", "H", "H", "H", "C", "H", "H", "H", "Cl", "C", "C", "C", "C", "C", "C", "C", "O", "O", "H", "H", "H", "H"],
  "xyz": [[-1.80176, -0.53684, 0.19532], [-2.82049, -1.22985, 0.30575], [-3.77089, -1.91474, 0.42608], [-0.48098, 3.08643, 1.25296], [0.14569, -0.13296, 0.13925], [0.21362, 1.75950, -0.51379], [0.78472, -1.50551, -1.11016], [-0.39391, 2.40479, -1.74915], [0.15886, -2.50670, -1.99518], [-0.12066, 3.92368, -1.73500], [0.22556, 1.79840, -3.00780], [-1.89394, 2.14345, -1.69355], [-0.38895, -3.63286, -1.11619], [1.18242, -3.08232, -2.97458], [-0.98059, -1.86765, -2.77409], [-0.70748, 4.47286, -0.97521], [-0.43831, 4.33413, -2.70438], [0.94844, 4.15532, -1.62017], [1.30053, 2.01678, -3.06920], [-0.26427, 2.23791, -3.89291], [0.08796, 0.70798, -3.04867], [-2.13350, 1.07083, -1.69451], [-2.36188, 2.59251, -2.58361], [-2.37769, 2.59456, -0.80784], [0.41484, -4.08824, -0.52556], [-0.83603, -4.40440, -1.75913], [-1.16056, -3.26269, -0.42939], [1.92823, -3.70719, -2.47008], [1.69070, -2.28512, -3.52873], [0.65649, -3.71990, -3.69702], [-1.42672, -2.64006, -3.41925], [-0.61233, -1.06301, -3.42295], [-1.77101, -1.48375, -2.12054], [1.68852, 1.91443, -0.35270], [2.14561, 0.96828, 0.05039], [2.16690, 2.11948, -1.32386], [1.96716, 2.73736, 0.34146], [2.13293, -1.87908, -0.60398], [2.38728, -1.34596, 0.33167], [2.17989, -2.95701, -0.38362], [2.90948, -1.63610, -1.34618], [0.27217, -0.33813, 8.57269], [0.25678, -0.31103, 6.85997], [-0.05237, -1.48509, 6.15255], [-0.05893, -1.46682, 4.76091], [0.24089, -0.26611, 4.10549], [0.54860, 0.90986, 4.79487], [0.55875, 0.88470, 6.18529], [0.22855, -0.24765, 2.66992], [0.30654, -1.28350, 1.91492], [0.11679, 0.87073, 2.00574], [-0.27962, -2.39706, 6.69790], [-0.29018, -2.35601, 4.17854], [0.79674, 1.81389, 4.23716], [0.79811, 1.77740, 6.75647]],
  "forces_ev_per_a": [[0.1289, -0.2047, -0.1730], [-0.8434, -1.0363, 0.3016], [2.3645, 1.9068, -0.3863], [-1.0460, 2.1910, 1.7238], [-2.9589, -2.0104, -0.9699], [1.1219, -1.4071, -2.0925], [0.4257, 1.1042, 1.4887], [0.3743, 0.0222, 0.2694], [-0.2798, -0.5243, -0.4158], [-0.1499, 0.0150, -0.1535], [-0.1520, 0.0708, -0.3266], [-0.3426, 0.0571, -0.2543], [-0.0557, -0.1624, 0.0294], [0.0420, -0.0157, -0.1732], [-0.1334, -0.0791, -0.3936], [0.2342, -0.2056, -0.2536], [0.1260, -0.0416, 0.3191], [-0.2864, -0.0342, -0.0199], [-0.3154, -0.0409, -0.1592], [0.2944, -0.1917, 0.2738], [0.0481, 0.4256, 0.0898], [0.1146, 0.3493, -0.0917], [0.0854, -0.1435, 0.3507], [0.1795, -0.1272, -0.2903], [-0.2508, -0.0484, -0.0991], [0.1518, 0.1616, 0.2696], [0.1352, -0.1123, -0.1368], [-0.1164, 0.1342, -0.1530], [-0.0551, -0.1420, 0.0343], [0.1807, 0.1654, 0.1776], [0.0701, 0.3405, 0.2023], [-0.1583, -0.2460, 0.1065], [0.1650, -0.0478, -0.1884], [-0.5060, 0.5490, -0.3169], [0.2670, 0.3904, -0.0169], [-0.0072, -0.3090, 0.4863], [0.0326, -0.6061, -0.1526], [0.0416, -0.1692, -0.6020], [-0.0108, 0.0100, 0.0469], [-0.0231, 0.4770, 0.1747], [-0.2369, -0.0257, 0.3017], [-0.0039, 0.0127, -0.2252], [-0.0123, -0.0418, -0.4622], [-0.0117, 0.0369, -0.2750], [0.1991, 0.0887, 0.7515], [-0.0886, -0.2899, -0.5741], [-0.1092, -0.0138, 0.7701], [0.0132, 0.0507, -0.3000], [-0.0562, -0.0692, 0.5196], [0.5401, 0.4502, 0.1800], [0.8808, -0.5783, 0.4269], [0.0297, 0.1916, -0.0860], [0.0472, 0.1481, 0.2084], [-0.0621, -0.2330, 0.3164], [-0.0217, -0.1924, -0.0776]]
}

***

Entry 3:
{
  "formula": "C18H28CoNS",
  "method": "wB97M-V/def2-TZVPD",
  "fmax_ev_per_a": 4.15,
  "homo_ev": [-13.685, -16.096],
  "charge": 2,
  "total_energy_ha": -2537.6412,
  "spin_multiplicity": 5,
  "gap_ev": [6.770, 5.954],
  "e_lumo_ev": [-6.9, -10.1],
  "symbols": ["C", "H", "H", "H", "C", "H", "H", "C", "H", "H", "H", "C", "C", "C", "C", "C", "C", "C", "C", "C", "C", "Co", "H", "H", "H", "H", "H", "H", "H", "H", "H", "H", "H", "H", "H", "H", "H", "S", "C", "N", "C", "C", "C", "C", "H", "H", "H", "H", "H"],
  "xyz": [[1.23804, -1.24538, 1.08347], [0.83833, -1.18285, 2.10176], [1.10746, -2.27231, 0.72119], [-0.57603, -0.64826, 0.86939], [2.72584, -0.88375, 1.10191], [3.02422, -0.44680, 0.12974], [2.89227, -0.09568, 1.85393], [3.68708, -2.04174, 1.40250], [4.72360, -1.68987, 1.32341], [3.56084, -2.43901, 2.41892], [3.57574, -2.87536, 0.69351], [-0.65545, 0.82685, -1.88291], [0.71833, 0.40894, -2.08696], [0.76844, -1.01914, -1.89475], [-0.55533, -1.45861, -1.53838], [-1.42148, -0.32216, -1.56585], [-2.90688, -0.35763, -1.44515], [-0.97416, -2.88574, -1.39090], [1.94371, -1.89368, -2.14495], [1.82020, 1.27723, -2.56671], [-1.17229, 2.19714, -2.14209], [0.28190, -0.11298, -0.23021], [-1.87356, -2.95833, -0.78441], [-1.17953, -3.30873, -2.37588], [-0.18149, -3.46833, -0.92856], [-3.23358, -1.24343, -0.90131], [-3.29351, 0.53404, -0.94651], [-3.34297, -0.39568, -2.44643], [-0.40592, 2.94884, -1.95110], [-1.47007, 2.28984, -3.19018], [-2.04614, 2.40992, -1.52670], [2.77500, 0.81024, -2.34463], [1.75569, 1.43513, -3.64597], [1.77724, 2.25129, -2.07847], [1.96509, -2.72662, -1.43799], [1.89588, -2.30540, -3.15636], [2.86839, -1.32394, -2.04738], [0.61629, 1.60726, 1.02980], [-0.65248, 1.82414, 2.17459], [-1.58129, 2.78895, 1.86235], [-2.70808, 2.95941, 2.59011], [-2.90854, 2.20940, 3.72683], [-1.94345, 1.28474, 4.12360], [-0.78175, 1.10815, 3.36363], [-1.41619, 3.32149, 0.99106], [-3.39233, 3.69234, 2.19424], [-3.81423, 2.34168, 4.30152], [-2.08274, 0.67779, 4.99364], [0.00992, 0.39661, 3.59963]],
  "forces_ev_per_a": [[0.6455, -1.0134, 2.4383], [0.2560, -0.4399, -0.2328], [-0.5280, 0.1692, -0.2935], [-0.1389, -0.3342, -0.0941], [0.2300, 1.1887, -0.4241], [0.0208, -0.0526, 0.2732], [-0.1059, -0.1480, -0.3597], [-0.1181, -0.5055, 0.0143], [-0.3050, 0.0315, -0.0128], [-0.1099, 0.1223, -0.2844], [-0.0259, 0.2045, 0.1797], [0.7783, 0.7069, -1.7128], [-0.6177, -0.4980, -1.4726], [0.5750, 0.6746, -2.1764], [-1.7577, -0.6248, -1.7879], [-0.4398, -1.2926, 0.2712], [0.1019, 0.0148, 0.3007], [0.1869, 0.4850, 0.2410], [0.0307, 0.0101, 0.3506], [0.1317, 0.1406, 0.2231], [0.0983, -0.0582, 0.2590], [0.7679, -0.1909, 4.0789], [-0.0339, -0.1378, -0.0053], [-0.0297, -0.0430, -0.0132], [-0.0279, -0.1714, 0.0064], [-0.0756, 0.1010, -0.0360], [-0.0117, -0.1171, -0.0579], [-0.0061, 0.0023, 0.0042], [-0.0461, -0.0173, -0.0516], [-0.0361, -0.0219, 0.0014], [-0.0634, 0.0339, -0.0793], [0.1994, 0.1502, -0.0662], [-0.0207, -0.0550, 0.0466], [0.1427, 0.0271, -0.0652], [0.0825, 0.0066, -0.1616], [-0.0073, 0.0255, 0.0184], [0.0069, -0.1559, -0.1027], [0.8668, 1.6544, 0.5870], [-0.5660, 0.7316, 0.0759], [0.2439, -0.8535, -0.0701], [0.4395, 0.0340, -0.1145], [-0.1195, 0.0668, -0.0534], [0.7333, 0.1262, -0.7408], [-0.3849, 0.1395, -0.4706], [-0.2928, -0.3385, 0.7887], [-0.1540, 0.1124, 0.2033], [0.0085, 0.0331, -0.0475], [-0.1306, -0.1159, 0.4487], [-0.3937, 0.1931, 0.1764]]
}

***

Entry 4:
{
  "formula": "C18H28N2O3",
  "method": "wB97M-V/def2-TZVPD",
  "fmax_ev_per_a": 0.51,
  "homo_ev": -8.423,
  "total_energy_ha": -1037.9156,
  "e_above_lowest_kj_mol": 144.2,
  "spin_multiplicity": 1,
  "smiles": "COc1cc(CNC2CCCCCCC2)ccc1OCC(N)=O",
  "gap_ev": 8.982,
  "e_lumo_ev": 0.6,
  "symbols": ["C", "H", "O", "C", "C", "C", "C", "C", "C", "O", "C", "C", "O", "N", "H", "H", "H", "H", "H", "H", "C", "N", "H", "C", "C", "H", "C", "H", "C", "H", "H", "C", "H", "C", "C", "H", "H", "C", "H", "H", "H", "H", "H", "H", "H", "H", "H", "H", "H", "H", "H"],
  "xyz": [[-2.72633, -1.31734, -2.94042], [-3.39652, -1.10436, -3.77195], [-3.43237, -0.95317, -1.77962], [-2.83790, -1.16305, -0.56294], [-1.54676, -1.63180, -0.38269], [-1.01154, -1.77995, 0.89239], [-1.78939, -1.45158, 1.99134], [-3.08682, -0.99959, 1.82742], [-3.62462, -0.84962, 0.56035], [-4.93056, -0.47753, 0.32957], [-5.39486, 0.69862, 0.95499], [-4.98972, 1.97823, 0.20914], [-5.07729, 3.07092, 0.72422], [-4.56243, 1.76097, -1.04458], [-4.27811, 2.54091, -1.61188], [-4.48832, 0.81942, -1.40380], [-6.48739, 0.63635, 0.94549], [-5.06572, 0.78797, 1.99489], [-3.68944, -0.77500, 2.69423], [-1.38608, -1.56286, 2.98730], [0.42697, -2.19902, 1.07866], [1.31495, -1.08556, 1.38350], [0.99489, -0.64358, 2.24009], [1.44516, -0.06561, 0.34665], [1.97332, 1.20955, 1.02057], [1.14084, 1.62785, 1.59470], [2.51519, 2.29134, 0.07845], [2.17767, 3.26392, 0.44586], [4.04210, 2.36175, -0.00607], [4.43893, 2.48400, 1.00517], [4.29795, 3.26799, -0.56318], [4.76630, 1.18938, -0.67272], [4.38841, 1.04585, -1.68603], [4.70177, -0.13041, 0.10650], [3.67964, -1.14366, -0.41655], [4.09720, -1.62133, -1.30792], [3.53925, -1.91563, 0.34120], [2.31002, -0.59339, -0.80422], [1.75944, -1.40315, -1.29014], [2.41872, 0.19353, -1.54894], [4.51112, 0.07983, 1.15745], [5.68019, -0.61593, 0.06092], [5.81443, 1.48503, -0.76854], [2.09042, 2.17175, -0.91930], [2.74320, 0.93205, 1.73899], [0.45869, 0.18364, -0.09432], [0.50213, -2.90090, 1.91454], [0.79633, -2.69952, 0.18168], [-0.93494, -1.88514, -1.23465], [-1.80947, -0.72935, -3.05454], [-2.47862, -2.38283, -2.94123]],
  "forces_ev_per_a": [[0.1719, -0.0448, -0.2481], [0.0844, -0.0331, 0.0234], [-0.1114, -0.0397, 0.4974], [-0.3334, 0.1642, 0.0443], [-0.0950, -0.0280, -0.0803], [-0.0185, -0.0302, 0.0126], [0.1354, -0.0751, -0.1249], [-0.2326, 0.0897, -0.1632], [0.1283, -0.0351, -0.1846], [0.1675, -0.2930, -0.0331], [-0.1269, 0.3558, 0.1893], [0.0377, -0.3315, 0.0935], [-0.1341, 0.2172, 0.2778], [0.0848, -0.1776, -0.4388], [-0.0250, 0.0265, 0.0895], [0.0468, 0.1025, -0.0194], [0.1468, 0.0535, 0.0406], [-0.0276, 0.0241, -0.1515], [-0.1013, 0.0170, 0.0595], [0.0397, -0.0246, 0.1265], [-0.0161, 0.0337, 0.1198], [0.0665, 0.1584, 0.2158], [0.0579, -0.0281, -0.0440], [0.0483, 0.0943, -0.1401], [-0.2126, -0.0336, -0.1819], [0.0254, -0.0511, 0.0579], [0.1186, 0.0521, 0.2439], [-0.0442, -0.0181, -0.0864], [-0.1173, -0.0088, -0.3365], [0.0412, 0.0497, 0.0462], [0.0396, 0.0366, 0.0831], [0.1065, 0.0884, 0.2831], [0.0290, 0.0203, -0.1263], [0.0259, -0.0977, -0.1806], [-0.0570, 0.0563, -0.0208], [0.0203, -0.0490, 0.0254], [0.0354, -0.1049, -0.0639], [-0.0098, -0.0756, 0.2921], [-0.0369, 0.0359, -0.1169], [-0.0756, -0.0007, -0.1122], [0.0623, -0.0111, 0.0951], [-0.0197, 0.0153, 0.0922], [-0.0266, -0.0167, -0.0851], [-0.0587, 0.0669, -0.0745], [0.0105, -0.0128, 0.1067], [0.1877, 0.0116, 0.0876], [-0.0249, -0.0459, -0.1386], [-0.0391, -0.0891, 0.0491], [0.0537, -0.0110, -0.1248], [-0.0274, -0.0418, 0.0096], [0.0000, 0.0388, 0.0146]]
}